(1)
# C37H28AsCl5MnNO6P2S

A structure of composition C37H28AsCl5MnNO6P2S (wB97M-V/def2-TZVPD, OMol25).

Positions of all 82 atoms, in Å:
Mn1 -0.355 1.624 0.098
Cl1 -2.984 2.932 -0.688
C1 -3.229 1.398 0.094
C2 -2.098 0.634 0.404
C3 -2.354 -0.562 1.101
Cl2 -1.073 -1.593 1.596
C4 -3.652 -0.971 1.414
Cl3 -3.914 -2.430 2.276
C5 -4.745 -0.193 1.040
Cl4 -6.339 -0.721 1.376
C6 -4.529 1.015 0.388
Cl5 -5.857 2.006 -0.060
C7 -3.003 0.025 -2.883
N1 -1.544 -0.216 -2.825
P1 -0.950 -1.636 -1.921
C8 0.059 -2.440 -3.234
C9 -0.273 -2.399 -4.585
C10 0.490 -3.088 -5.513
C11 1.601 -3.814 -5.103
C12 1.945 -3.848 -3.761
C13 1.174 -3.166 -2.829
C14 -2.342 -2.835 -1.970
C15 -3.194 -3.045 -3.055
C16 -4.136 -4.058 -3.017
C17 -4.230 -4.888 -1.907
C18 -3.381 -4.696 -0.831
C19 -2.445 -3.671 -0.860
P2 -0.540 1.049 -2.217
C20 1.115 0.483 -2.722
C21 2.056 0.190 -1.737
C22 3.332 -0.213 -2.096
C23 3.663 -0.336 -3.436
C24 2.725 -0.048 -4.421
C25 1.456 0.373 -4.067
C26 -0.786 2.488 -3.311
C27 0.055 3.570 -3.036
C28 -0.101 4.772 -3.704
C29 -1.103 4.908 -4.654
C30 -1.921 3.830 -4.953
C31 -1.767 2.623 -4.287
H1 -3.370 -0.210 -3.885
H2 -3.243 1.062 -2.676
H3 -3.549 -0.590 -2.170
H4 -1.119 -1.807 -4.912
H5 0.216 -3.065 -6.561
H6 2.196 -4.352 -5.831
H7 2.815 -4.406 -3.438
H8 1.438 -3.193 -1.778
H9 -3.122 -2.426 -3.938
H10 -4.795 -4.206 -3.864
H11 -4.960 -5.687 -1.890
H12 -3.446 -5.338 0.039
H13 -1.784 -3.517 -0.018
H14 1.782 0.270 -0.690
H15 4.066 -0.430 -1.331
H16 4.659 -0.656 -3.715
H17 2.992 -0.151 -5.464
H18 0.721 0.610 -4.827
H19 0.832 3.468 -2.289
H20 0.549 5.605 -3.470
H21 -1.243 5.852 -5.164
H22 -2.696 3.933 -5.702
H23 -2.403 1.791 -4.555
O1 -1.493 1.687 3.179
As1 0.255 1.408 3.120
O2 0.583 0.427 4.367
O3 0.650 0.886 1.576
C32 1.188 3.101 3.342
C33 1.790 3.313 4.574
C34 2.603 4.420 4.767
C35 2.847 5.302 3.724
C36 2.255 5.097 2.488
C37 1.429 3.999 2.304
S1 0.532 3.903 0.769
O4 -0.809 3.388 1.117
O5 0.557 5.211 0.190
O6 1.125 2.867 -0.139
H24 -1.762 1.442 4.076
H25 1.613 2.595 5.364
H26 3.053 4.589 5.737
H27 3.492 6.157 3.873
H28 2.407 5.784 1.667

Its calculated total energy is -236783.621 eV. Its multiplicity is 5. As for the LUMO energy (alpha / beta): -1.1594 / -0.5728 eV. The relative energy (zero: lowest compared OMol25 entry of this formula, charge and spin) comes out at 0.869 eV. Its expectation value of S² is 6.11. The HOMO-LUMO gap (alpha / beta) comes out at 7.563 / 8.162 eV.

(2)
# C52H46Cl5GeInN7O4S

A structure of composition C52H46Cl5GeInN7O4S (wB97M-V/def2-TZVPD, OMol25).

Positions of all 117 atoms, in Å:
In1 1.102 0.098 1.630
N1 -1.593 2.858 0.674
C1 -2.496 3.406 -0.322
C2 -3.491 2.406 -0.936
C3 -4.428 1.724 0.082
C4 -3.855 0.457 0.749
N2 -3.060 0.742 1.939
H1 -2.124 2.425 1.427
H2 -1.081 2.088 0.260
H3 -1.896 3.837 -1.133
H4 -3.060 4.226 0.134
H5 -2.935 1.638 -1.486
H6 -4.093 2.952 -1.672
H7 -5.349 1.437 -0.435
H8 -4.704 2.450 0.855
H9 -3.207 -0.041 0.024
H10 -4.673 -0.233 0.971
H11 -2.366 0.011 2.061
H12 -3.634 0.750 2.772
Cl1 4.055 0.238 -0.730
C5 4.065 -0.985 0.483
C6 2.987 -1.141 1.353
C7 3.104 -2.158 2.305
Cl2 1.817 -2.369 3.429
C8 4.210 -2.998 2.380
Cl3 4.278 -4.258 3.552
C9 5.266 -2.817 1.495
Cl4 6.635 -3.852 1.555
C10 5.199 -1.798 0.553
Cl5 6.521 -1.546 -0.519
S1 -0.271 0.601 3.607
C11 0.775 1.738 4.401
N3 0.335 2.263 5.513
N4 0.936 3.354 5.995
C12 1.682 4.338 5.315
C13 1.355 4.722 4.013
C14 2.044 5.758 3.414
C15 3.058 6.423 4.093
C16 3.383 6.040 5.384
C17 2.694 5.005 5.998
N5 2.071 2.029 4.053
N6 2.557 1.541 3.021
C18 3.963 1.614 2.940
C19 4.583 2.192 1.838
C20 5.965 2.207 1.753
C21 6.741 1.644 2.757
C22 6.121 1.070 3.858
C23 4.741 1.055 3.952
H13 0.775 3.499 6.976
H14 0.571 4.209 3.470
H15 1.779 6.044 2.405
H16 3.591 7.240 3.622
H17 4.179 6.543 5.918
H18 2.944 4.694 7.006
H19 3.982 2.667 1.078
H20 6.437 2.662 0.892
H21 7.821 1.647 2.683
H22 6.715 0.635 4.653
H23 4.243 0.595 4.797
O1 1.596 3.579 1.128
C24 1.455 2.918 0.124
N7 1.137 1.577 0.067
C25 1.105 1.131 -1.228
O2 0.893 -0.016 -1.570
C26 1.416 2.293 -2.121
C27 1.568 2.377 -3.489
C28 1.985 3.595 -4.018
C29 2.231 4.684 -3.191
C30 2.058 4.594 -1.812
C31 1.648 3.384 -1.294
H24 1.370 1.519 -4.119
H25 2.121 3.690 -5.088
H26 2.566 5.620 -3.622
H27 2.240 5.441 -1.162
O3 -1.914 -2.834 1.799
C32 -1.020 -2.400 1.083
O4 -0.533 -1.201 1.158
C33 -0.381 -3.287 0.006
C34 -0.633 -2.726 -1.400
Ge1 -2.298 -3.240 -2.332
C35 -4.089 -3.100 -1.518
C36 -5.090 -2.345 -2.124
C37 -6.361 -2.275 -1.573
C38 -6.644 -2.954 -0.397
C39 -5.653 -3.705 0.219
C40 -4.386 -3.780 -0.339
C41 -2.279 -2.209 -4.021
C42 -1.273 -1.275 -4.266
C43 -1.224 -0.579 -5.466
C44 -2.188 -0.798 -6.438
C45 -3.200 -1.719 -6.207
C46 -3.238 -2.422 -5.012
C47 -2.049 -5.140 -2.834
C48 -0.868 -5.508 -3.479
C49 -0.611 -6.830 -3.808
C50 -1.541 -7.813 -3.498
C51 -2.726 -7.463 -2.868
C52 -2.976 -6.137 -2.540
H28 -0.759 -4.305 0.105
H29 0.695 -3.282 0.205
H30 0.158 -3.053 -2.080
H31 -0.565 -1.643 -1.343
H32 -4.868 -1.785 -3.026
H33 -7.126 -1.675 -2.053
H34 -7.629 -2.884 0.049
H35 -5.868 -4.229 1.143
H36 -3.612 -4.345 0.167
H37 -0.516 -1.085 -3.512
H38 -0.432 0.140 -5.639
H39 -2.155 -0.253 -7.374
H40 -3.961 -1.886 -6.961
H41 -4.022 -3.153 -4.844
H42 -0.140 -4.744 -3.731
H43 0.318 -7.094 -4.298
H44 -1.341 -8.849 -3.741
H45 -3.452 -8.229 -2.624
H46 -3.905 -5.871 -2.049

Its calculated total energy is -208432.335 eV. As for the LUMO energy: 1.5681 eV. The relative energy (zero: lowest compared OMol25 entry of this formula, charge and spin) comes out at 0.911 eV. Its total charge is -1. The HOMO-LUMO gap comes out at 6.547 eV.

(3)
# C5H3F3N2O

An isolated molecule of C5H3F3N2O (wB97M-V/def2-TZVPD, OMol25).

Positions of all 14 atoms, in Å:
O1 0.123 -2.278 -0.771
C1 -0.314 -1.698 0.130
N1 -0.855 -1.432 1.175
C2 -1.132 -0.292 1.877
C3 -0.835 0.929 1.395
N2 -0.337 1.074 0.135
C4 0.618 0.373 -0.310
C5 0.962 0.490 -1.779
F1 1.868 -0.426 -2.144
F2 -0.099 0.338 -2.574
F3 1.499 1.688 -2.063
H1 -1.702 -0.454 2.776
H2 -1.174 1.833 1.872
H3 1.377 -0.144 0.282

Its calculated total energy is -18412.362 eV. As for the LUMO energy: -0.5332 eV. The SMILES is O=C=N/C=C\N=C\C(F)(F)F. The relative energy (zero: lowest compared OMol25 entry of this formula, charge and spin) comes out at 0.000 eV. The HOMO-LUMO gap comes out at 8.610 eV.

(4)
# C37H80N4O5

A cluster of 5 separate species, C37H80N4O5 in total (wB97M-V/def2-TZVPD, OMol25).

Positions of all 126 atoms, in Å:
C1 0.658 9.273 -5.002
C2 0.246 8.526 -3.730
C3 1.429 8.394 -2.750
C4 -0.886 9.385 -3.089
C5 -1.782 8.606 -2.194
C6 -2.330 7.330 -2.900
C7 -1.171 6.380 -3.354
C8 -0.479 5.701 -2.092
C9 -1.698 5.208 -4.208
N1 -0.298 7.242 -4.257
O1 0.682 6.452 -4.939
H1 0.829 10.283 -4.628
H2 1.645 8.879 -5.242
H3 0.065 9.080 -5.896
H4 2.200 9.081 -3.098
H5 1.159 8.706 -1.741
H6 1.944 7.443 -2.888
H7 -0.568 10.138 -2.367
H8 -1.451 9.919 -3.853
H9 -1.137 8.296 -1.371
H10 -2.478 9.255 -1.662
H11 -3.056 7.532 -3.687
H12 -2.984 6.815 -2.196
H13 -0.152 6.424 -1.344
H14 0.382 5.174 -2.504
H15 -1.231 5.061 -1.632
H16 -1.998 5.675 -5.147
H17 -2.534 4.837 -3.616
H18 -1.062 4.349 -4.422
H19 0.324 6.152 -5.778
C10 -4.521 -4.076 3.779
C11 -5.747 -3.577 4.619
C12 -6.603 -4.770 4.965
C13 -5.055 -2.906 5.796
C14 -6.018 -2.037 6.606
C15 -6.604 -0.888 5.748
C16 -7.348 -1.473 4.556
C17 -8.786 -1.968 4.884
C18 -7.450 -0.243 3.578
N2 -6.514 -2.526 3.864
O2 -7.076 -2.969 2.733
H20 -4.872 -4.258 2.763
H21 -3.691 -3.380 3.660
H22 -4.006 -4.953 4.171
H23 -6.030 -5.599 5.382
H24 -7.321 -4.432 5.713
H25 -7.139 -5.115 4.081
H26 -4.591 -3.635 6.460
H27 -4.191 -2.319 5.482
H28 -6.656 -2.752 7.125
H29 -5.625 -1.478 7.455
H30 -5.942 -0.065 5.477
H31 -7.274 -0.368 6.433
H32 -9.379 -1.793 3.985
H33 -9.306 -1.349 5.615
H34 -8.997 -2.936 5.338
H35 -8.205 0.436 3.975
H36 -7.817 -0.414 2.566
H37 -6.510 0.288 3.423
H38 -7.655 -3.707 2.936
C19 3.054 -6.122 -1.373
C20 1.736 -6.195 -2.242
C21 0.527 -5.917 -1.314
C22 1.723 -5.188 -3.374
C23 2.672 -5.338 -4.610
C24 2.299 -6.716 -5.198
C25 2.277 -7.876 -4.088
C26 1.579 -8.950 -4.916
C27 3.759 -8.330 -3.767
N3 1.449 -7.514 -2.900
O3 1.387 -8.596 -2.006
H39 3.074 -5.482 -0.490
H40 3.219 -7.167 -1.111
H41 3.949 -5.847 -1.931
H42 -0.358 -5.752 -1.929
H43 0.356 -6.834 -0.749
H44 0.701 -5.076 -0.643
H45 0.709 -5.034 -3.745
H46 2.041 -4.327 -2.786
H47 2.407 -4.498 -5.252
H48 3.698 -5.270 -4.248
H49 3.083 -6.954 -5.917
H50 1.290 -6.627 -5.598
H51 0.513 -8.816 -5.100
H52 1.465 -9.853 -4.315
H53 2.009 -9.261 -5.868
H54 4.123 -8.867 -4.643
H55 3.698 -9.074 -2.973
H56 4.273 -7.407 -3.500
H57 0.459 -8.828 -1.925
C28 6.855 2.649 -0.302
C29 5.683 2.519 0.732
C30 4.819 3.793 0.715
C31 4.905 1.240 0.185
C32 3.896 0.744 1.183
C33 4.564 0.348 2.514
C34 5.351 1.608 3.122
C35 4.260 2.570 3.672
C36 6.261 1.010 4.219
N4 6.233 2.133 2.068
O4 7.116 3.154 2.468
H58 6.473 3.136 -1.199
H59 7.678 3.191 0.164
H60 7.349 1.711 -0.557
H61 4.228 4.050 1.594
H62 5.326 4.748 0.576
H63 4.194 3.810 -0.178
H64 4.465 1.475 -0.784
H65 5.697 0.517 -0.010
H66 3.182 1.544 1.377
H67 3.261 -0.064 0.823
H68 5.266 -0.470 2.354
H69 3.955 -0.026 3.337
H70 4.852 3.398 4.062
H71 3.849 2.202 4.612
H72 3.483 2.982 3.029
H73 6.881 1.857 4.512
H74 6.938 0.222 3.888
H75 5.843 0.630 5.152
H76 7.958 2.744 2.256
C37 -1.545 -0.361 0.017
O5 -2.570 0.309 0.778
H77 -1.872 -0.732 -0.954
H78 -0.688 0.296 -0.132
H79 -1.380 -1.281 0.577
H80 -3.276 -0.275 1.066

Its calculated total energy is -55855.422 eV. As for the LUMO energy: 0.3802 eV. The SMILES is CC1(C)CCCC(C)(C)N1O.CC1(C)CCCC(C)(C)N1O.CC1(C)CCCC(C)(C)N1O.CC1(C)CCCC(C)(C)N1O.CO. The relative energy (zero: lowest compared OMol25 entry of this formula, charge and spin) comes out at 2.692 eV. The HOMO-LUMO gap comes out at 8.581 eV.

(5)
# C12H10Br2N2O

An isolated molecule of C12H10Br2N2O (wB97M-V/def2-TZVPD, OMol25).

Positions of all 27 atoms, in Å:
C1 4.286 -0.007 0.989
C2 2.906 -0.070 0.425
C3 2.668 -0.095 -0.946
C4 1.347 -0.157 -1.371
C5 0.968 -0.169 -2.813
N1 0.352 -0.189 -0.489
C6 0.685 -0.140 0.790
O1 -0.305 -0.178 1.702
C7 -1.591 -0.050 1.241
C8 -2.486 -1.090 1.468
C9 -3.806 -0.990 1.073
C10 -4.233 0.164 0.437
Br1 -6.040 0.312 -0.127
C11 -3.368 1.220 0.209
C12 -2.051 1.110 0.618
Br2 -0.890 2.583 0.358
N2 1.902 -0.092 1.294
H1 4.238 -0.060 2.072
H2 4.887 -0.829 0.606
H3 4.763 0.926 0.695
H4 3.480 -0.067 -1.654
H5 1.001 0.849 -3.201
H6 1.661 -0.777 -3.390
H7 -0.044 -0.546 -2.926
H8 -2.124 -1.978 1.962
H9 -4.494 -1.801 1.252
H10 -3.711 2.122 -0.274

Its calculated total energy is -157719.443 eV. As for the LUMO energy: 0.6429 eV. The SMILES is Cc1cc(C)nc(Oc2ccc(Br)cc2Br)n1. The HOMO-LUMO gap comes out at 9.562 eV.

(6)
# BrH2NO2P

The ion BrH2NO2P with charge -1 (wB97M-V/def2-TZVPD, OMol25).

Positions of all 7 atoms, in Å:
O1 0.515 0.826 2.154
P1 0.394 -0.404 1.399
Br1 2.636 -0.901 0.612
N1 -0.682 0.271 -0.268
O2 -0.986 -0.038 -1.722
H1 -0.536 1.243 -0.457
H2 -1.342 -0.996 -1.717

Its calculated total energy is -84949.334 eV. As for the LUMO energy: 3.9377 eV. The SMILES is [O-]P(Br)NO. The relative energy (zero: lowest compared OMol25 entry of this formula, charge and spin) comes out at 4.580 eV. Its total charge is -1. The HOMO-LUMO gap comes out at 7.754 eV.

(7)
# C29H29MnN6O11P2S

A structure of composition C29H29MnN6O11P2S (wB97M-V/def2-TZVPD, OMol25).

Positions of all 79 atoms, in Å:
Mn1 0.750 0.340 -0.397
C1 -0.961 -0.266 -3.066
O1 -0.792 -0.438 -1.658
C2 -1.844 -0.925 -0.934
C3 -3.070 -1.256 -1.474
C4 -4.073 -1.729 -0.635
C5 -3.854 -1.863 0.726
C6 -2.622 -1.523 1.264
C7 -1.606 -1.069 0.437
N1 -0.326 -0.677 0.895
N2 -0.043 -1.039 2.074
C8 1.082 -0.552 2.690
C9 1.860 0.539 2.209
O2 1.636 1.186 1.129
C10 2.957 0.987 3.029
C11 3.272 0.396 4.199
C12 2.491 -0.684 4.721
C13 2.804 -1.276 5.958
C14 2.037 -2.287 6.475
C15 0.916 -2.727 5.757
C16 0.596 -2.172 4.544
C17 1.380 -1.142 3.979
H1 -1.745 0.469 -3.251
H2 -1.189 -1.227 -3.529
H3 -0.007 0.096 -3.439
H4 -3.262 -1.128 -2.528
H5 -5.039 -1.976 -1.057
H6 -4.649 -2.205 1.375
H7 -2.440 -1.580 2.328
H8 3.534 1.811 2.629
H9 4.125 0.738 4.773
H10 3.670 -0.910 6.500
H11 2.287 -2.738 7.427
H12 0.295 -3.518 6.160
H13 -0.278 -2.524 4.016
C18 3.152 -3.210 1.254
C19 2.540 -3.646 -0.078
O3 3.266 -4.740 -0.633
P1 0.785 -4.149 0.107
O4 0.811 -5.732 -0.071
O5 0.374 -3.979 1.635
O6 -0.172 -3.474 -0.805
P2 2.698 -2.232 -1.284
O7 1.649 -2.567 -2.458
O8 4.078 -2.352 -1.814
O9 2.303 -0.944 -0.587
H14 3.130 -4.032 1.970
H15 2.630 -2.352 1.673
H16 4.188 -2.924 1.066
H17 3.927 -4.318 -1.210
H18 -0.062 -6.049 -0.331
H19 -0.005 -3.100 1.803
H20 0.767 -2.696 -2.055
N3 -3.905 1.224 4.440
C20 -3.406 1.692 3.219
C21 -2.044 1.937 3.059
C22 -1.536 2.306 1.825
C23 -2.385 2.431 0.737
C24 -3.748 2.218 0.892
C25 -4.256 1.853 2.125
S1 -1.811 2.918 -0.870
O10 -2.666 2.259 -1.841
O11 -1.800 4.357 -0.907
N4 -0.339 2.262 -0.895
C26 0.531 2.468 -1.897
N5 1.539 1.554 -1.822
C27 2.518 1.587 -2.706
C28 2.520 2.541 -3.713
C29 1.436 3.409 -3.738
N6 0.442 3.394 -2.860
H21 -3.328 1.446 5.236
H22 -4.873 1.448 4.607
H23 -1.371 1.809 3.899
H24 -0.477 2.485 1.704
H25 -4.401 2.310 0.034
H26 -5.317 1.660 2.238
H27 3.281 0.823 -2.602
H28 3.306 2.590 -4.451
H29 1.359 4.161 -4.519

Its calculated total energy is -122749.397 eV. Its multiplicity is 2. As for the LUMO energy (alpha / beta): 1.7392 / 1.7396 eV. The relative energy (zero: lowest compared OMol25 entry of this formula, charge and spin) comes out at 0.000 eV. Its total charge is -1. Its expectation value of S² is 0.91. The HOMO-LUMO gap (alpha / beta) comes out at 6.763 / 6.484 eV.